No. 1
The following is a DFT calculation (ωB97M-V with the def2-TZVPD basis set) of a cluster of 2 separate species, CHBrO3 in total in a non-equilibrium geometry.

Its net charge is 0. For the HOMO-LUMO gap (spin up / spin down), the calculation gives 9.24 / 9.23 eV. The calculation puts the HOMO energy (spin up / spin down) at -0.3481 / -0.3481 Eh. The total energy comes out at -77233.367 eV.

Geometry as XYZ:
```
6
Properties=species:S:1:pos:R:3:forces:R:3:mulliken_charge:R:1
C 2.549864 -0.527191 -0.107449 -3.334 2.570 -0.196 0.540
O 2.048935 -1.553221 -0.271023 0.298 0.108 0.054 -0.272
O 0.164919 0.547392 -0.542201 -1.011 -0.483 -0.286 -0.318
O 1.354926 1.037841 -0.086619 2.727 -2.708 0.396 -0.330
Br 4.171412 0.213223 0.147709 1.001 0.214 0.161 0.052
H -0.285662 0.146095 0.225308 0.318 0.300 -0.129 0.327
```
Forces are in eV/Å.

=====

No. 2
The following is a DFT calculation (ωB97M-V with the def2-TZVPD basis set) of a structure of composition C25H35CaGeN2O2Si.

Its net charge is -1. For the HOMO-LUMO gap, the calculation gives 6.58 eV. As for the energy above the lowest of the compared OMol25 structures with the same formula, charge and spin: 0.0 kcal/mol. The calculation puts the HOMO energy at -0.1427 Eh. The total energy comes out at -116404.818 eV.

Geometry as XYZ:
```
67
Properties=species:S:1:pos:R:3:forces:R:3:mulliken_charge:R:1
Ca 0.109227 0.225030 -1.012781 0.065 0.542 0.192 1.536
O -0.076480 2.403589 -1.077498 -0.130 0.153 0.024 -0.838
C -1.094951 3.154071 -0.607758 -0.092 -0.033 -0.094 -0.778
C -2.407787 2.385833 -0.510160 0.066 0.065 -0.155 0.757
C -3.589020 2.971392 -0.046781 -0.051 0.035 0.046 -0.767
C -4.733719 2.210270 0.043732 0.039 -0.018 -0.006 -0.324
C -4.678196 0.865733 -0.321520 -0.026 0.008 0.001 -0.853
C -3.472967 0.365413 -0.770274 0.010 -0.013 0.001 -0.181
N -2.366150 1.108898 -0.879859 -0.060 -0.199 0.076 0.008
H 1.851568 1.581307 0.299166 0.442 -0.700 -0.182 0.108
H -1.311653 4.055970 -1.222491 -0.007 -0.006 -0.002 0.351
H -0.920328 3.554201 0.416814 0.023 0.006 0.010 0.181
H -3.583632 4.014217 0.248708 0.014 0.000 -0.013 0.429
H -5.659217 2.645031 0.402678 -0.003 0.000 0.001 0.381
H -5.547010 0.225212 -0.251413 0.008 -0.010 -0.004 0.413
H -3.358096 -0.680050 -1.039307 -0.008 -0.002 0.009 0.342
C -2.292927 -3.902887 -2.543092 -0.019 0.012 -0.008 -1.131
Si -0.762671 -2.836667 -2.264829 -0.020 -0.004 -0.101 -0.013
C 0.743089 -3.915762 -2.621238 0.002 -0.019 0.005 -1.164
C -0.751831 -1.479673 -3.582582 0.009 0.008 -0.008 -1.234
N -0.759897 -2.000464 -0.793455 0.131 -0.231 0.028 0.457
C -0.731739 -2.561348 0.449290 0.002 0.165 0.043 0.185
C -0.601127 -3.929322 0.752008 -0.055 -0.047 -0.006 -0.359
C -0.585780 -4.411019 2.055572 -0.006 0.008 -0.011 -1.041
C -0.700665 -3.548726 3.131108 0.001 0.005 -0.015 -0.726
C -0.829841 -2.181521 2.882286 0.008 0.017 0.014 -0.866
C -0.832698 -1.716485 1.587633 -0.082 -0.036 -0.030 0.591
O -0.993345 -0.361600 1.278708 0.319 -0.036 0.010 0.333
C -0.819459 0.570378 2.285910 -0.109 0.060 -0.056 -0.208
C -1.929251 1.287541 2.698639 -0.033 -0.035 -0.013 0.028
C -1.772798 2.301817 3.632641 0.016 0.012 0.030 -0.727
C -0.516447 2.584574 4.149814 0.004 -0.008 -0.005 -0.495
C 0.586959 1.853536 3.725549 -0.020 0.019 0.002 -0.879
C 0.442291 0.841599 2.789774 0.048 0.003 -0.017 0.190
H -2.262125 -4.408012 -3.512558 -0.004 0.001 0.002 0.354
H -3.199070 -3.292742 -2.504706 0.001 -0.003 -0.007 0.322
H -2.379075 -4.667014 -1.766795 -0.002 -0.001 -0.004 0.328
H 0.769777 -4.210113 -3.674750 -0.003 0.000 0.002 0.341
H 0.754125 -4.828801 -2.022116 0.008 0.005 0.003 0.320
H 1.660600 -3.364274 -2.400595 0.001 -0.005 -0.003 0.327
H -0.911484 -1.891161 -4.582214 -0.002 -0.002 0.002 0.398
H 0.211815 -0.956199 -3.627241 -0.003 0.000 0.000 0.318
H -1.540292 -0.741033 -3.404163 0.007 0.001 -0.001 0.294
H -0.505968 -4.630510 -0.068989 0.007 0.004 -0.005 0.205
H -0.477736 -5.476483 2.223778 -0.001 0.000 -0.001 0.365
H -0.687751 -3.916682 4.148494 0.000 0.002 0.001 0.361
H -0.921872 -1.481000 3.702683 0.001 -0.010 0.005 0.433
H -2.894602 1.050173 2.268238 0.004 0.013 -0.006 0.438
H -2.634011 2.876625 3.950224 -0.003 -0.005 -0.004 0.389
H -0.392941 3.381846 4.871777 -0.001 0.000 0.000 0.390
H 1.573063 2.087190 4.105726 0.003 -0.005 0.002 0.404
H 1.297631 0.291830 2.418207 -0.014 0.004 0.007 0.403
C 5.268809 2.269334 0.621233 -0.022 -0.008 0.033 -1.231
Ge 4.027935 1.603577 -0.784764 0.063 -0.033 -0.142 0.070
C 5.170524 0.428293 -1.891666 0.010 0.000 -0.024 -1.212
C 3.617483 3.190643 -1.878272 0.014 -0.034 -0.005 -1.143
C 2.444491 0.744952 -0.179497 -0.567 0.267 0.373 -1.004
H 6.154288 2.742576 0.187974 -0.005 -0.004 -0.007 0.351
H 5.595205 1.443289 1.257600 0.004 0.008 0.005 0.360
H 4.760228 3.001255 1.252950 0.003 -0.004 0.004 0.348
H 6.101172 0.931636 -2.165902 -0.001 -0.016 -0.010 0.354
H 4.645743 0.143615 -2.805736 0.000 -0.003 0.000 0.334
H 5.420543 -0.486314 -1.349621 -0.001 0.003 0.008 0.357
H 4.532039 3.718141 -2.161035 -0.010 0.005 -0.004 0.381
H 2.972327 3.869432 -1.318815 -0.012 -0.003 -0.008 0.314
H 3.082580 2.900688 -2.783865 -0.011 0.008 0.003 0.330
H 2.693097 -0.004848 0.589429 0.050 0.098 0.012 0.293
```
Forces are in eV/Å.

=====

No. 3
The following is a DFT calculation (ωB97M-V with the def2-TZVPD basis set) of the ion C3H5N2O2 with charge -1 in a non-equilibrium geometry.

Its net charge is -1. For the HOMO-LUMO gap, the calculation gives 5.98 eV. As for the energy above the lowest of the compared OMol25 structures with the same formula, charge and spin: 91.1 kcal/mol. The calculation puts the HOMO energy at -0.0620 Eh. The total energy comes out at -10262.638 eV.

Geometry as XYZ:
```
12
Properties=species:S:1:pos:R:3:forces:R:3:mulliken_charge:R:1
C -0.277690 0.749931 -0.695485 -1.373 -0.207 1.940 -0.751
C 0.436552 0.859323 0.689078 -1.441 1.228 1.268 -0.313
C 0.113863 -1.322903 0.029942 -0.542 0.141 0.550 0.092
N -0.729577 -0.636500 -0.853442 0.780 0.611 -0.467 -0.092
N 0.770889 -0.499233 1.045929 0.841 0.036 0.886 -0.424
O -2.069653 -0.803949 -0.595709 -0.799 -0.353 0.623 -0.835
O 1.506429 -1.108627 -0.064361 -0.145 -0.569 -0.860 -0.413
H -1.060643 1.519009 -0.832831 0.495 -0.701 -0.376 0.355
H 0.575689 0.787199 -1.252623 1.789 0.974 -2.583 0.418
H 1.262411 1.646881 0.515603 -0.860 -1.473 1.034 0.256
H -0.233825 1.068469 1.618790 0.963 0.498 -1.706 0.287
H -0.294444 -2.259600 0.395107 0.293 -0.184 -0.307 0.420
```
Forces are in eV/Å.

=====

No. 4
The following is a DFT calculation (ωB97M-V with the def2-TZVPD basis set) of a structure of composition H4SSi2 in a non-equilibrium geometry.

Its net charge is 0. For the HOMO-LUMO gap, the calculation gives 7.32 eV. As for the energy above the lowest of the compared OMol25 structures with the same formula, charge and spin: 60.1 kcal/mol. The calculation puts the HOMO energy at -0.3223 Eh. The total energy comes out at -26652.249 eV.

Geometry as XYZ:
```
7
Properties=species:S:1:pos:R:3:forces:R:3:mulliken_charge:R:1
Si -1.432695 -0.015408 0.218435 0.284 1.328 0.239 0.155
Si 1.371468 -0.614213 0.049119 -1.277 1.940 -0.212 0.377
S 1.588324 1.366414 0.394328 -0.121 -1.056 0.728 -0.328
H -1.813515 1.250011 1.059076 0.346 -0.933 -0.233 -0.039
H -2.205302 0.506589 -1.009654 0.518 -0.360 0.223 -0.044
H 1.555974 -1.965441 0.604409 0.243 0.196 0.284 -0.063
H 0.935747 -0.527949 -1.315710 0.007 -1.115 -1.029 -0.057
```
Forces are in eV/Å.